{
  "formula": "C35H66BINO12",
  "method": "wB97M-V/def2-TZVPD",
  "species": ["C", "C", "C", "C", "C", "C", "C", "C", "C", "C", "C", "C", "C", "C", "C", "C", "C", "C", "C", "O", "B", "C", "C", "N", "O", "C", "I", "O", "C", "C", "C", "C", "H", "H", "H", "H", "H", "H", "H", "H", "H", "H", "H", "H", "H", "H", "H", "H", "H", "H", "H", "H", "H", "H", "H", "H", "H", "H", "H", "H", "H", "H", "H", "H", "H", "H", "H", "H", "H", "H", "H", "H", "H", "H", "H", "H", "H", "H", "H", "H", "H", "H", "H", "H", "H", "H", "C", "C", "O", "C", "O", "O", "H", "H", "H", "H", "C", "C", "O", "C", "O", "O", "H", "H", "H", "H", "C", "C", "O", "C", "O", "O", "H", "H", "H", "H"],
  "coordinates": [[0.1840, -1.8122, 4.6285], [1.3232, -1.1267, 5.3767], [1.3431, 0.4224, 5.3362], [0.3916, 1.0887, 4.3536], [0.3898, 2.6195, 4.4918], [1.3699, 3.3153, 3.5489], [0.8064, 3.4347, 2.1172], [1.6171, 2.7548, 1.0118], [0.7566, 2.4438, -0.2092], [1.4318, 1.5498, -1.2581], [0.3969, 0.8742, -2.1602], [0.6982, -0.4671, -2.9186], [-0.4650, -1.4151, -2.6147], [-0.8553, -2.4856, -3.6393], [-0.9532, -3.9250, -3.1242], [-1.6021, -4.0909, -1.7399], [-0.5836, -4.3484, -0.6286], [-1.1974, -4.5044, 0.7526], [-1.8575, -3.2191, 1.2764], [0.8005, -0.1904, -4.3002], [2.1847, 0.2804, -4.5797], [2.8106, -0.3420, -5.9459], [2.3731, 1.9485, -4.6825], [3.6895, 2.3981, -4.1564], [2.9240, -0.1436, -3.2773], [2.1250, -0.9587, -2.6233], [2.5780, -3.1010, -3.4911], [2.3964, -1.1445, -1.2888], [3.7872, -1.0926, -0.9427], [4.0494, -1.9798, 0.2619], [5.1884, -1.4395, 1.1270], [5.7800, -2.5122, 2.0418], [-0.7702, -1.6747, 5.1343], [0.1022, -1.4683, 3.6001], [0.3726, -2.8848, 4.5864], [2.2710, -1.5152, 5.0046], [1.2729, -1.4304, 6.4234], [2.3546, 0.7579, 5.0995], [1.1089, 0.8043, 6.3310], [-0.6208, 0.7088, 4.4895], [0.6749, 0.8432, 3.3268], [0.6746, 2.8644, 5.5188], [-0.6118, 3.0173, 4.3267], [2.3008, 2.7454, 3.5058], [1.6124, 4.3000, 3.9478], [0.6961, 4.4872, 1.8456], [-0.1990, 3.0083, 2.1187], [1.9766, 1.7934, 1.3894], [2.4556, 3.3963, 0.7412], [0.4671, 3.3695, -0.7060], [-0.1370, 1.9439, 0.1815], [2.0918, 2.2066, -1.8223], [2.0457, 0.8183, -0.7425], [0.1375, 1.5576, -2.9656], [-0.4986, 0.7644, -1.5477], [-0.2443, -1.8537, -1.6400], [-1.3386, -0.7826, -2.4668], [-1.8320, -2.2292, -4.0547], [-0.1620, -2.4544, -4.4776], [-1.5472, -4.4920, -3.8455], [0.0267, -4.3990, -3.1062], [-2.3366, -4.8987, -1.7397], [-2.1519, -3.1777, -1.4862], [-0.0390, -5.2664, -0.8712], [0.1708, -3.5601, -0.6281], [-0.3989, -4.8004, 1.4369], [-1.9110, -5.3302, 0.7636], [-1.5127, -2.3648, 0.6917], [-2.9402, -3.2913, 1.2433], [-1.5723, -3.0328, 2.3104], [3.8872, -0.1531, -5.9427], [2.6792, -1.4186, -6.0602], [2.3591, 0.1319, -6.8194], [2.3723, 2.2271, -5.7377], [1.5319, 2.4824, -4.2124], [3.8703, 3.3425, -4.4826], [3.6560, 2.4704, -3.1463], [4.0483, -0.0571, -0.7124], [4.3780, -1.4247, -1.7918], [3.1258, -2.0067, 0.8458], [4.2438, -3.0023, -0.0626], [4.7999, -0.6081, 1.7134], [5.9746, -1.0797, 0.4615], [6.2939, -2.0677, 2.8945], [6.5030, -3.1127, 1.4928], [5.0053, -3.1702, 2.4334], [-7.2998, -2.8834, 2.4293], [-7.2008, -2.2068, 3.7812], [-6.0698, -2.8589, 4.3657], [-5.2892, -3.3323, 3.3586], [-4.1904, -3.7536, 3.5025], [-5.9364, -3.2398, 2.1779], [-7.6667, -2.2339, 1.6420], [-7.9053, -3.7911, 2.4717], [-6.9898, -1.1392, 3.6957], [-8.0781, -2.3545, 4.4061], [-4.0578, 0.7349, 0.6442], [-4.4414, 1.2781, -0.7211], [-5.4522, 0.3523, -1.1389], [-5.9839, -0.2277, -0.0449], [-6.9371, -0.9438, -0.0511], [-5.2753, 0.0951, 1.0599], [-3.7799, 1.5036, 1.3594], [-3.2689, -0.0159, 0.5910], [-4.8829, 2.2747, -0.6637], [-3.6255, 1.2830, -1.4384], [-0.6030, 6.8289, -2.5360], [0.5075, 7.5490, -3.2802], [1.6794, 6.9757, -2.7002], [1.3604, 5.7539, -2.1962], [2.1415, 4.9514, -1.8131], [0.0127, 5.5853, -2.2068], [-1.4916, 6.6555, -3.1370], [-0.8823, 7.3394, -1.6119], [0.5011, 7.3298, -4.3492], [0.5068, 8.6255, -3.1306]],
  "forces_ev_per_angstrom": [[0.2, -0.2, 0.1], [0.0, 0.1, 0.0], [0.0, -0.2, -0.1], [-0.2, 0.3, -0.3], [0.4, -0.1, 0.3], [-0.1, 0.0, -0.4], [0.1, 0.1, 0.0], [-0.4, -0.1, 0.0], [0.2, -0.1, -0.1], [0.0, 0.5, 0.4], [0.4, 0.2, 0.3], [-0.4, -0.1, -0.9], [0.0, -0.2, 0.0], [0.2, -0.2, -0.2], [-0.3, -0.2, 0.1], [0.2, 0.4, 0.2], [-0.1, -0.5, -0.3], [0.3, 0.2, 0.2], [0.2, -0.2, 0.0], [-0.1, -0.1, 0.3], [0.3, 1.0, -0.6], [0.0, -0.4, 0.5], [0.0, -0.6, 0.4], [-0.1, 0.3, -0.2], [-0.1, -0.6, 0.1], [0.4, 1.2, 0.7], [0.1, -0.6, -0.1], [0.2, -0.3, -0.3], [-0.1, -0.2, 0.0], [-0.4, 0.2, 0.1], [-0.1, -0.6, -0.2], [0.0, 0.3, 0.1], [-0.1, 0.1, -0.1], [-0.1, 0.1, -0.1], [0.0, -0.1, 0.0], [0.1, 0.0, -0.1], [0.1, -0.1, 0.0], [0.1, 0.1, 0.1], [0.0, 0.1, 0.1], [0.0, -0.1, 0.1], [0.0, -0.1, -0.1], [-0.2, 0.0, 0.1], [-0.1, 0.1, 0.0], [0.1, 0.0, 0.1], [0.1, 0.1, 0.0], [-0.1, 0.1, 0.0], [-0.1, 0.0, -0.1], [0.3, 0.0, 0.0], [0.3, -0.2, 0.0], [-0.3, 0.1, 0.1], [-0.2, 0.0, -0.2], [0.1, -0.2, -0.2], [-0.1, 0.1, 0.0], [-0.2, 0.1, 0.0], [-0.1, -0.3, 0.0], [0.0, 0.0, 0.1], [-0.1, 0.1, 0.1], [-0.1, 0.1, 0.0], [0.0, 0.0, 0.0], [0.0, 0.0, -0.1], [0.1, 0.1, 0.0], [0.0, -0.1, 0.0], [-0.2, 0.0, 0.0], [0.1, 0.0, -0.1], [0.1, 0.1, 0.1], [0.0, 0.0, 0.1], [-0.1, 0.0, -0.1], [-0.1, 0.1, -0.1], [-0.1, 0.2, -0.1], [-0.1, 0.0, 0.1], [0.1, 0.2, -0.2], [0.0, -0.1, 0.1], [0.0, 0.1, -0.1], [-0.2, 0.0, -0.1], [0.0, 0.1, 0.0], [0.0, 0.0, 0.1], [0.0, -0.2, 0.0], [0.0, 0.1, -0.1], [0.1, 0.1, -0.2], [0.0, -0.1, 0.1], [0.0, -0.1, -0.1], [0.1, 0.2, 0.0], [0.1, 0.3, 0.1], [0.1, 0.0, 0.0], [0.0, -0.2, 0.0], [-0.1, -0.1, 0.0], [-0.2, 0.1, 0.0], [-0.1, 0.1, 0.0], [0.0, 0.0, 0.0], [-0.1, 0.1, 0.0], [0.1, -0.1, 0.1], [0.0, -0.1, 0.0], [0.2, 0.0, -0.1], [0.1, -0.1, 0.0], [0.0, 0.0, 0.0], [0.1, -0.1, 0.1], [0.1, 0.0, -0.1], [0.2, 0.1, 0.0], [-0.1, 0.0, 0.0], [0.2, -0.2, -0.1], [0.0, 0.2, 0.0], [-0.1, 0.0, 0.0], [-0.1, 0.0, 0.1], [0.0, 0.0, 0.0], [0.0, 0.0, 0.0], [0.0, -0.1, 0.0], [0.0, 0.1, 0.0], [-0.1, 0.0, -0.1], [0.0, 0.0, 0.0], [0.0, -0.1, -0.2], [0.0, 0.1, 0.1], [0.0, 0.0, 0.1], [0.0, -0.1, 0.0], [0.0, 0.0, 0.0], [0.0, 0.0, 0.0], [0.1, 0.0, 0.1]],
  "mulliken_charge": [-1.089, -0.519, -0.723, 0.084, -1.121, -0.931, -0.616, -0.304, -0.636, 2.008, -2.571, 3.966, 0.099, -1.459, -0.533, -0.494, -0.052, -1.086, -0.218, -1.059, 1.704, -1.177, -0.583, -0.618, -0.539, -2.465, -0.328, 0.557, -0.647, -0.533, -0.207, -1.430, 0.351, 0.170, 0.469, 0.344, 0.254, 0.160, 0.305, 0.430, -0.019, 0.438, 0.403, 0.384, 0.474, 0.418, 0.315, 0.128, 0.258, -0.196, 0.525, -0.956, -0.608, 0.251, 0.399, -0.538, 0.456, 0.420, 0.439, 0.323, 0.106, 0.587, 0.059, 0.441, -0.122, 0.348, 0.391, -0.024, -0.004, 0.311, 0.225, 0.220, 0.264, 0.470, -0.081, 0.251, 0.243, 0.224, 0.584, 0.247, 0.315, 0.292, 0.335, 0.401, 0.363, 0.322, -0.211, -0.266, -0.362, 0.675, -0.503, -0.293, 0.201, 0.287, 0.222, 0.295, 0.183, -0.276, -0.362, 0.662, -0.568, -0.355, 0.289, -0.089, 0.256, 0.226, -0.337, -0.384, -0.369, 0.586, -0.416, -0.246, 0.283, 0.271, 0.264, 0.289],
  "e_lumo_ev": 1.832,
  "total_charge": -1,
  "homo_energy_ev": -4.413,
  "gap_ev": 6.246,
  "energy_ha": -2653.54749
}